{
  "formula": "C32H56BClO14P",
  "method": "ωB97M-V with the def2-TZVPD basis set",
  "charge": -1,
  "orbital_gap_ev": 5.7,
  "homo_energy_ev": -3.66,
  "spin_multiplicity": 1,
  "elements": ["C", "C", "C", "C", "O", "B", "P", "O", "Cl", "O", "C", "C", "C", "O", "C", "C", "C", "C", "C", "H", "H", "H", "H", "H", "H", "H", "H", "H", "H", "H", "H", "H", "H", "H", "H", "H", "H", "H", "H", "H", "H", "H", "H", "H", "H", "O", "C", "O", "C", "C", "C", "H", "H", "H", "H", "H", "H", "O", "C", "O", "C", "C", "C", "H", "H", "H", "H", "H", "H", "O", "C", "O", "C", "C", "C", "H", "H", "H", "H", "H", "H", "O", "C", "O", "C", "C", "C", "H", "H", "H", "H", "H", "H", "O", "C", "O", "C", "C", "C", "H", "H", "H", "H", "H", "H"],
  "positions_angstrom": [[3.830, -1.434, 1.168], [2.530, -1.994, 0.541], [1.353, -1.021, 0.808], [0.187, -1.225, -0.175], [-0.318, 0.078, -0.470], [-1.121, 0.432, 0.728], [-2.577, 1.635, 0.144], [-2.537, 1.632, -1.526], [-1.841, 3.592, 0.560], [-1.517, -0.871, 1.303], [-1.108, -1.885, 0.448], [-0.678, -3.191, 1.123], [-1.444, -3.559, 2.414], [-0.559, -3.678, 3.538], [-2.016, -2.175, -0.790], [-3.489, -1.747, -0.713], [-4.219, -2.151, 0.577], [-5.252, -1.089, 0.972], [-4.954, -3.485, 0.426], [4.370, -2.213, 1.689], [4.469, -0.967, 0.427], [3.543, -0.718, 1.932], [2.649, -2.145, -0.529], [2.342, -2.939, 1.042], [1.748, -0.019, 0.713], [1.006, -1.237, 1.813], [0.527, -1.654, -1.117], [-0.455, 1.109, 1.508], [-1.679, 1.986, -1.826], [-0.795, -4.020, 0.430], [0.367, -3.194, 1.400], [-2.166, -2.807, 2.697], [-1.896, -4.540, 2.280], [-0.064, -4.502, 3.449], [-2.029, -3.233, -1.047], [-1.585, -1.670, -1.649], [-3.642, -0.691, -0.907], [-4.001, -2.272, -1.521], [-3.562, -2.253, 1.430], [-4.729, -0.188, 1.264], [-5.960, -0.895, 0.170], [-5.782, -1.450, 1.852], [-5.657, -3.625, 1.243], [-5.513, -3.537, -0.507], [-4.262, -4.326, 0.477], [-2.971, 7.966, -4.468], [-3.021, 7.709, -3.297], [-3.087, 6.447, -2.827], [-3.245, 6.457, -1.389], [-2.715, 7.811, -0.949], [-3.056, 8.693, -2.143], [-4.305, 6.334, -1.157], [-2.692, 5.633, -0.949], [-3.145, 8.147, -0.015], [-1.631, 7.758, -0.825], [-4.063, 9.106, -2.067], [-2.337, 9.492, -2.299], [6.156, -3.510, 1.793], [6.858, -3.465, 0.829], [6.436, -2.959, -0.353], [7.442, -3.127, -1.360], [8.751, -3.281, -0.596], [8.285, -3.968, 0.688], [7.195, -4.016, -1.947], [7.436, -2.258, -2.014], [9.509, -3.832, -1.151], [9.156, -2.296, -0.359], [8.261, -5.054, 0.589], [8.876, -3.687, 1.555], [0.451, -6.452, 2.325], [-0.364, -7.044, 1.682], [-1.688, -7.009, 1.962], [-2.407, -7.889, 1.085], [-1.506, -8.064, -0.130], [-0.115, -7.948, 0.490], [-2.584, -8.831, 1.610], [-3.366, -7.437, 0.841], [-1.682, -8.996, -0.664], [-1.666, -7.241, -0.829], [0.257, -8.907, 0.854], [0.610, -7.500, -0.183], [-4.957, 9.431, 0.572], [-4.996, 9.103, 1.722], [-5.051, 7.808, 2.101], [-5.188, 7.709, 3.528], [-4.659, 9.031, 4.069], [-5.022, 10.000, 2.945], [-6.244, 7.556, 3.762], [-4.623, 6.849, 3.878], [-5.076, 9.294, 5.039], [-3.574, 8.979, 4.173], [-6.029, 10.404, 3.056], [-4.307, 10.811, 2.840], [7.420, 1.636, -1.975], [6.920, 1.209, -2.971], [7.202, -0.031, -3.456], [6.543, -0.229, -4.719], [5.384, 0.759, -4.724], [5.948, 1.912, -3.896], [7.263, -0.035, -5.518], [6.213, -1.263, -4.786], [5.067, 1.042, -5.726], [4.526, 0.325, -4.210], [6.505, 2.623, -4.507], [5.185, 2.432, -3.323]],
  "forces_ev_per_a": [[-0.688, -0.413, 0.121], [0.236, 0.836, 0.756], [0.461, -1.953, -0.725], [-0.439, 1.684, 0.511], [-0.239, -0.155, -0.190], [1.571, 0.471, -0.374], [-1.348, -0.264, -0.184], [0.431, 0.736, 0.257], [0.266, -0.113, -0.045], [-1.058, -0.141, 0.316], [2.078, -0.381, -1.796], [-0.990, -0.151, 1.073], [0.987, -0.540, 0.058], [0.004, 0.116, 0.223], [-0.838, 0.474, 0.177], [0.145, -0.542, 0.477], [-1.072, 0.011, -0.135], [0.526, -0.415, 0.339], [0.311, -0.166, 0.149], [0.250, -0.010, -0.205], [0.178, 0.186, -0.012], [0.105, 0.369, 0.041], [0.044, -0.225, -0.151], [-0.168, -0.358, -0.315], [-0.293, 0.365, 0.047], [-0.023, 0.538, 0.325], [0.004, -0.389, -0.073], [-0.217, -0.117, 0.364], [-0.214, -0.601, 0.019], [0.015, -0.034, -0.324], [0.189, 0.231, 0.094], [-0.121, 0.109, -0.041], [-0.567, 0.088, -0.010], [-0.082, 0.053, -0.153], [0.267, -0.270, 0.218], [0.055, 0.159, -0.161], [0.279, 0.266, 0.085], [-0.101, 0.142, -0.274], [0.401, 0.157, -0.081], [-0.053, 0.417, -0.181], [-0.103, 0.131, -0.112], [-0.306, 0.050, 0.071], [-0.143, -0.037, 0.158], [-0.058, -0.003, -0.127], [0.110, -0.149, -0.221], [0.074, -0.106, -0.026], [-0.191, 0.148, -0.069], [0.025, 0.068, 0.020], [0.062, -0.024, 0.243], [0.181, 0.078, -0.041], [0.259, -0.234, 0.268], [-0.013, 0.028, -0.055], [-0.058, -0.132, -0.255], [-0.091, -0.021, 0.018], [-0.005, -0.046, -0.033], [0.007, 0.048, -0.014], [-0.139, 0.102, -0.161], [0.264, -0.156, 0.063], [-0.120, -0.212, 0.138], [0.014, 0.025, -0.066], [0.120, 0.065, -0.182], [0.062, -0.097, 0.135], [0.178, 0.388, -0.315], [0.026, -0.029, 0.029], [-0.127, 0.043, 0.059], [-0.057, -0.037, -0.026], [-0.020, 0.016, -0.032], [-0.017, -0.016, 0.081], [-0.091, -0.157, 0.125], [-0.093, 0.124, 0.093], [0.221, -0.102, 0.065], [0.002, -0.044, -0.022], [-0.099, -0.057, -0.116], [0.120, -0.043, -0.060], [-0.400, 0.128, -0.287], [0.028, -0.004, 0.006], [0.016, 0.104, 0.120], [-0.022, -0.026, 0.063], [-0.022, 0.009, 0.014], [0.071, 0.024, 0.014], [0.171, -0.043, 0.141], [-0.037, 0.057, 0.032], [-0.231, 0.136, -0.119], [0.034, 0.003, 0.022], [0.032, -0.041, 0.185], [-0.020, 0.138, -0.007], [0.291, -0.284, 0.302], [-0.010, 0.024, -0.020], [0.003, -0.062, -0.155], [-0.057, -0.038, -0.020], [-0.003, -0.026, 0.006], [0.006, 0.056, -0.056], [-0.136, 0.112, -0.142], [0.068, -0.165, 0.027], [0.093, 0.352, 0.059], [-0.019, -0.096, -0.042], [-0.137, -0.006, -0.084], [-0.044, 0.109, 0.001], [-0.272, -0.421, -0.123], [0.002, 0.030, 0.009], [0.102, -0.041, 0.107], [0.062, -0.012, -0.017], [0.004, -0.018, -0.008], [0.009, 0.063, 0.064], [0.131, 0.155, 0.053]],
  "lowdin_charge": [-0.103, -0.230, -0.144, -0.269, -0.102, -0.897, 0.607, -0.422, 0.104, -0.019, -0.419, -0.068, -0.215, -0.080, -0.088, -0.150, -0.414, -0.082, -0.086, 0.034, 0.061, 0.068, 0.095, 0.088, 0.117, 0.124, 0.142, 0.067, 0.036, 0.103, 0.089, 0.103, 0.090, 0.050, 0.101, 0.110, 0.075, 0.104, 0.099, 0.040, 0.080, 0.066, 0.064, 0.070, 0.060, 0.097, -0.497, 0.032, -0.142, -0.156, -0.078, 0.132, 0.053, 0.079, 0.121, 0.123, 0.120, 0.121, -0.478, 0.025, -0.153, -0.153, -0.074, 0.125, 0.110, 0.111, 0.119, 0.127, 0.122, 0.131, -0.480, 0.017, -0.151, -0.152, -0.071, 0.124, 0.124, 0.112, 0.119, 0.129, 0.126, 0.113, -0.488, 0.032, -0.147, -0.154, -0.073, 0.126, 0.129, 0.113, 0.118, 0.129, 0.123, 0.129, -0.485, 0.002, -0.160, -0.151, -0.072, 0.123, 0.122, 0.114, 0.123, 0.129, 0.129]
}